[1]
{"formula": "C59H72N7O4PS3", "method": "ωB97M-V/def2-TZVPD", "symbols": ["S", "S", "S", "P", "O", "O", "O", "O", "N", "N", "N", "N", "N", "N", "N", "C", "C", "C", "C", "C", "C", "C", "C", "C", "C", "C", "C", "C", "C", "C", "C", "C", "C", "C", "C", "C", "C", "C", "C", "C", "C", "C", "C", "C", "C", "C", "C", "C", "C", "C", "C", "C", "C", "C", "C", "C", "C", "C", "C", "C", "C", "C", "C", "C", "C", "C", "C", "C", "C", "C", "C", "C", "C", "C", "H", "H", "H", "H", "H", "H", "H", "H", "H", "H", "H", "H", "H", "H", "H", "H", "H", "H", "H", "H", "H", "H", "H", "H", "H", "H", "H", "H", "H", "H", "H", "H", "H", "H", "H", "H", "H", "H", "H", "H", "H", "H", "H", "H", "H", "H", "H", "H", "H", "H", "H", "H", "H", "H", "H", "H", "H", "H", "H", "H", "H", "H", "H", "H", "H", "H", "H", "H", "H", "H", "H", "H"], "xyz": [[2.31, 3.70, 2.91], [1.85, 5.16, -0.39], [-1.10, 7.79, -0.59], [-1.24, 6.14, -1.68], [6.29, 6.16, -1.75], [-0.87, -3.68, 0.15], [5.57, -4.11, 1.85], [3.41, 0.28, 1.45], [7.17, -8.21, 4.75], [9.16, -0.12, 2.26], [-6.06, -0.11, -4.36], [-5.89, 0.70, 2.38], [1.74, 2.68, 1.63], [-4.33, 5.44, -3.74], [-5.24, -6.63, -0.46], [4.99, 2.30, -1.63], [-2.69, -1.83, -2.57], [8.78, 0.82, 3.15], [4.78, 1.11, -0.62], [-0.82, -3.21, -1.23], [-2.29, -3.26, -1.93], [-6.85, 0.39, -6.99], [7.73, -8.28, 5.96], [-7.09, 1.29, 2.53], [8.13, -7.17, 6.69], [-5.73, -0.50, 2.97], [-4.14, -5.97, -0.06], [10.48, -0.24, 2.04], [-5.11, 3.69, -0.09], [-3.86, -5.68, 1.26], [6.54, -0.58, 0.54], [-5.90, -6.78, 1.85], [-3.70, 4.87, -4.79], [-6.04, 6.17, -5.26], [-4.56, 1.60, -1.74], [11.02, 1.50, 3.56], [-6.70, 1.02, -4.70], [5.04, 6.08, -1.91], [0.43, 3.13, 1.11], [6.58, -3.07, 1.59], [-3.80, 4.40, -0.66], [4.12, 3.60, -1.61], [7.94, -5.92, 6.13], [-4.76, -6.09, 2.23], [-3.77, -1.01, -1.69], [-6.19, -0.79, -6.66], [4.34, 4.82, -2.65], [11.44, 0.54, 2.65], [0.35, -3.27, 0.81], [5.70, -0.18, -0.77], [0.26, 4.31, 0.09], [-6.72, -1.14, 3.71], [-0.84, 2.38, 1.62], [-5.22, 2.11, -0.36], [-1.13, 4.71, -0.46], [-5.82, -0.99, -5.34], [-8.14, 0.73, 3.25], [-5.37, 5.58, -6.33], [7.36, -5.82, 4.87], [-7.11, 1.32, -5.99], [-7.94, -0.51, 3.85], [4.77, -3.76, 3.00], [9.67, 1.65, 3.81], [3.01, 3.69, -0.52], [5.81, -1.67, 1.47], [3.69, 1.31, 0.45], [-4.18, 4.92, -6.09], [-5.48, 6.07, -4.00], [7.00, -6.99, 4.23], [-6.10, -7.02, 0.50], [-2.24, 2.81, 1.04], [-2.43, 3.94, 0.00], [-3.34, 0.54, -1.43], [2.76, 2.58, 0.56], [4.79, -1.90, 0.96], [7.32, -3.05, 2.49], [5.80, 2.20, -2.44], [12.49, 0.40, 2.43], [-6.53, -2.10, 4.16], [-6.97, -7.56, 0.15], [-0.39, -2.15, -1.32], [-2.38, 0.83, -2.00], [1.30, -3.59, 0.26], [-3.47, -5.67, -0.86], [5.03, 4.51, -3.52], [-9.08, 1.25, 3.35], [5.00, -1.04, -1.11], [-4.83, 1.44, 0.50], [-4.75, -0.95, 2.83], [-5.98, -1.54, -7.42], [8.23, -5.02, 6.67], [6.54, -6.96, 3.24], [10.75, -1.00, 1.32], [-2.96, -5.14, 1.53], [-6.01, 4.20, -0.60], [-0.12, -3.92, -1.82], [-3.71, 4.37, -1.81], [-7.20, 2.25, 2.05], [7.20, -4.85, 4.41], [2.93, -0.41, 0.94], [5.31, -3.10, 3.77], [-7.16, 0.58, -8.01], [-5.23, 3.90, 1.03], [-8.74, -0.97, 4.42], [0.32, -2.11, 0.91], [-5.31, -1.90, -5.04], [6.46, -0.07, -1.63], [7.71, 0.89, 3.31], [-6.98, 6.69, -5.41], [-2.50, 6.12, -2.35], [-3.63, 4.45, -6.90], [4.43, 6.98, -1.51], [-4.82, -1.13, -2.12], [-2.77, 4.36, -4.55], [3.80, -3.19, 2.72], [-3.13, 2.24, 1.44], [-3.91, 5.53, -0.42], [-3.07, -3.65, -1.17], [-2.20, -4.05, -2.76], [-4.57, -5.88, 3.28], [8.57, -7.29, 7.67], [4.41, -4.69, 3.59], [11.75, 2.14, 4.06], [7.60, -0.90, 0.21], [-5.37, 0.96, -2.29], [5.58, -1.17, 2.47], [7.12, -3.32, 0.62], [2.54, 2.81, 3.98], [3.34, 5.22, -3.06], [0.34, -3.66, 1.90], [-1.75, -1.21, -2.81], [-6.87, 1.72, -3.89], [-5.78, 5.63, -7.33], [6.65, 0.38, 1.17], [-0.73, 1.52, 2.37], [-3.22, -2.08, -3.57], [-5.97, 6.52, -3.14], [-3.03, 0.58, -0.31], [-6.35, 1.87, -0.44], [-6.63, -7.11, 2.58], [7.86, -9.28, 6.36], [9.31, 2.39, 4.51], [-4.26, 2.42, -2.48], [-3.79, -1.54, -0.66], [-0.11, 6.10, -2.56], [-7.62, 2.24, -6.21]], "e_tot_ev": -122750.8677, "smiles": "COCCCCCCCCCc1ccc2c(c1[PH2]=S)Sc1c(CC=O)cc(CCCCOC)c(O)c1N2S.c1ccncc1.c1ccncc1.c1ccncc1.c1ccncc1.c1ccncc1.c1ccncc1", "homo_ha": -0.289, "mol_weight_g_mol": 1070.445}



[2]
{"formula": "C4H5F2NS", "method": "ωB97M-V/def2-TZVPD", "symbols": ["S", "F", "F", "N", "C", "C", "C", "C", "H", "H", "H", "H", "H"], "xyz": [[2.98, 0.55, 0.57], [1.36, 1.10, -1.35], [1.29, -2.36, 0.14], [-1.00, -1.91, -0.26], [-0.93, 1.20, -0.12], [1.45, 0.82, -0.04], [0.16, -1.70, 0.02], [0.24, 0.80, 0.65], [-1.74, 0.41, -0.09], [0.13, 0.65, 1.65], [-0.80, 1.40, -1.10], [-1.57, 1.83, 0.43], [-1.58, -2.80, -0.50]], "e_tot_ev": -21984.6983, "homo_ha": [-0.316, -0.318], "mol_weight_g_mol": 137.154}



[3]
{"formula": "C15H18N6O3PdS2", "method": "ωB97M-V/def2-TZVPD", "symbols": ["Pd", "S", "S", "O", "O", "O", "N", "N", "N", "N", "N", "N", "C", "C", "C", "C", "C", "C", "C", "C", "C", "C", "C", "C", "C", "C", "C", "H", "H", "H", "H", "H", "H", "H", "H", "H", "H", "H", "H", "H", "H", "H", "H", "H", "H"], "xyz": [[-0.20, 0.04, 0.92], [2.27, 0.77, 1.12], [3.42, 2.66, -0.89], [0.49, -0.65, -1.72], [0.15, -1.42, 2.53], [-0.21, -2.30, -0.33], [-1.12, 2.71, 3.88], [-0.48, 0.62, 3.20], [-2.23, 0.18, 0.14], [0.12, -1.05, 4.77], [0.91, 2.38, -0.65], [-0.13, 1.76, -0.28], [-3.65, 1.39, -1.41], [-0.07, -0.64, 3.48], [-0.12, -0.17, 5.78], [-4.47, -0.52, -0.24], [-0.71, 1.48, 4.20], [0.54, -2.44, 5.01], [-0.53, 1.09, 5.55], [-2.40, 1.22, -0.75], [-3.23, -0.65, 0.37], [-0.02, -3.33, -1.37], [0.10, -1.09, -0.69], [2.07, 2.01, -0.06], [-1.32, 2.06, -0.99], [-4.68, 0.52, -1.15], [4.82, 2.55, 0.21], [4.68, 3.27, 1.02], [-3.04, -1.46, 1.06], [-3.76, 2.21, -2.10], [4.92, 1.54, 0.61], [-0.71, 1.77, 6.37], [1.45, -2.64, 4.46], [-0.24, -3.12, 4.69], [0.72, -2.56, 6.08], [-1.30, 2.95, 2.92], [0.04, -0.56, 6.78], [-0.73, -3.15, -2.17], [1.00, -3.27, -1.74], [5.68, 2.81, -0.38], [-5.26, -1.23, -0.02], [-5.63, 0.64, -1.64], [-1.32, 2.87, -1.70], [-0.21, -4.27, -0.87], [-1.34, 3.38, 4.59]], "spin_multiplicity": 5, "s2": 6.0640, "e_tot_ev": -56062.8049, "total_charge": 2, "homo_ha": [-0.468, -0.553], "mol_weight_g_mol": 500.902}